Run A
Below is 2 unconnected molecules or ions with the total composition C6H16, with properties calculated with ωB97M-V/def2-TZVPD.

Its multiplicity is 2. The orbital gap (alpha / beta) comes out at 12.57 / 5.14 eV. The molar mass comes out at 88.2 g mol⁻¹. The total charge is +1.

Atoms and positions in Å:
C1 -0.927 -0.732 -0.616
C2 -0.353 0.070 -1.772
C3 -1.624 0.071 0.461
C4 -1.556 -2.087 -0.922
H1 0.091 -0.966 -0.051
H2 0.646 -0.252 -2.062
H3 -0.302 1.136 -1.546
H4 -2.648 0.347 0.164
H5 -1.672 -0.437 1.426
H6 -0.950 0.915 0.601
H7 -0.884 -2.711 -1.505
H8 -1.699 -2.591 0.034
H9 -2.541 -1.965 -1.377
H10 -1.098 0.022 -2.589
C5 2.373 0.690 0.874
C6 1.523 1.639 1.654
H11 3.234 0.254 1.371
H12 1.878 -0.221 0.443
H13 2.690 1.053 -0.117
H14 2.112 2.505 1.953
H15 1.002 1.178 2.494
H16 0.703 2.081 1.085

natural (NBO) population analysis, charges in e, atoms 1 to 4:
1 C -0.1041
2 C -0.6156
3 C -0.6350
4 C -0.6399

***

Run B
Below is 2 unconnected molecules or ions with the total composition C6H16, with properties calculated with ωB97M-V/def2-TZVPD.

Its multiplicity is 2. The orbital gap (alpha / beta) comes out at 11.39 / 4.28 eV. The molar mass comes out at 88.2 g mol⁻¹. The total charge is +1.

Atoms and positions in Å:
C1 -1.567 0.736 -1.325
C2 -1.964 -0.745 -0.799
C3 -1.847 1.817 -0.328
H1 -2.143 0.707 -2.280
H2 -0.537 0.842 -1.690
H3 -1.713 -0.656 0.265
H4 -3.013 -1.027 -0.804
H5 -2.264 2.600 -1.003
H6 -0.950 2.183 0.163
H7 -1.193 -1.269 -1.380
H8 -2.596 1.555 0.417
C4 1.645 -0.991 0.380
C5 1.184 -1.046 1.861
C6 2.580 0.193 0.167
H9 2.105 -1.936 0.123
H10 0.731 -0.740 -0.176
H11 0.377 -1.773 1.966
H12 2.872 0.312 -0.880
H13 2.087 1.120 0.436
H14 3.532 0.080 0.680
H15 1.975 -1.539 2.443
H16 1.009 -0.071 2.301

natural (NBO) population analysis, charges in e, atoms 1 to 4:
1 C -0.2747
2 C -0.4518
3 C -0.5954
4 H 0.3468

***

Most stable structure: run A

***

Run A
Below is a molecular structure, C6H16N2O, with properties calculated with ωB97M-V/def2-TZVPD.

The orbital gap comes out at 8.59 eV. The molar mass comes out at 132.2 g mol⁻¹. The total charge is 0.

Atoms and positions in Å:
C1 2.398 -0.074 0.205
C2 0.503 -0.417 0.357
C3 -1.710 0.730 -0.610
C4 0.111 0.745 -0.428
C5 -2.190 -0.188 -1.725
C6 -2.469 0.482 0.676
N1 3.015 -0.964 1.148
N2 0.159 -0.417 1.728
O1 2.931 -0.368 -1.075
H1 2.697 0.361 -1.666
H2 2.681 0.948 0.486
H3 0.277 -1.371 -0.119
H4 -1.874 1.767 -0.924
H5 2.850 -1.916 0.827
H6 4.024 -0.815 1.168
H7 0.529 0.387 2.226
H8 0.418 -1.275 2.203
H9 0.429 0.700 -1.468
H10 0.328 1.701 0.045
H11 -2.035 -1.242 -1.467
H12 -2.411 -0.562 1.003
H13 -1.680 0.021 -2.671
H14 -3.264 -0.058 -1.921
H15 -3.547 0.650 0.535
H16 -2.170 1.178 1.465

natural (NBO) population analysis, charges in e, atoms 1 to 4:
1 C 0.2130
2 C -0.0332
3 C -0.1807
4 C -0.4088

***

Run B
Below is C6H16N2O in the gas phase, with properties calculated with ωB97M-V/def2-TZVPD.

The orbital gap comes out at 10.25 eV. The SMILES is C[C@H](CO)[C@H](N)[C@@H](C)N. The molar mass comes out at 132.2 g mol⁻¹. The total charge is 0.

Atoms and positions in Å:
C1 0.065 -0.716 0.434
C2 0.330 -0.327 -1.021
C3 0.319 0.483 1.528
C4 0.062 -1.584 -2.001
C5 -0.448 0.868 -1.567
C6 1.477 1.436 1.257
N1 -1.296 -1.250 0.615
N2 -0.924 1.218 1.815
O1 0.233 -2.847 -1.380
H1 -0.474 -2.894 -0.706
H2 0.771 -1.508 0.711
H3 1.402 -0.116 -1.116
H4 0.560 -0.060 2.452
H5 -1.419 -1.435 1.614
H6 -1.941 -0.466 0.471
H7 -0.797 1.783 2.655
H8 -1.122 1.873 1.062
H9 -0.954 -1.536 -2.409
H10 0.754 -1.532 -2.846
H11 -0.272 0.978 -2.643
H12 -0.141 1.806 -1.101
H13 -1.526 0.752 -1.417
H14 1.728 2.007 2.161
H15 1.239 2.174 0.486
H16 2.374 0.893 0.946

natural (NBO) population analysis, charges in e, atoms 1 to 4:
1 C -0.0471
2 C -0.2581
3 C -0.0575
4 C -0.0459

***

Most stable structure: run B

***

Run A
Below is 2 unconnected molecules or ions with the total composition C6H16N2O, with properties calculated with ωB97M-V/def2-TZVPD.

The orbital gap comes out at 9.18 eV. The SMILES is CC(C)ON.C=CNC. The molar mass comes out at 132.2 g mol⁻¹. The total charge is 0.

Atoms and positions in Å:
C1 -2.082 -0.063 -0.674
C2 2.327 0.722 2.189
C3 -3.597 -0.212 -0.718
C4 -1.654 1.292 -0.116
N1 1.530 0.110 1.175
H1 0.660 -0.269 1.518
H2 -1.640 -0.863 -0.063
H3 3.092 1.356 1.725
H4 1.728 1.333 2.871
H5 2.947 -0.037 2.775
H6 -4.021 0.531 -1.388
H7 -3.867 -1.199 -1.084
H8 -4.014 -0.073 0.276
H9 -0.571 1.384 -0.163
H10 -2.101 2.091 -0.705
H11 -1.982 1.397 0.916
N2 -0.228 -0.487 -2.059
C5 2.163 -0.813 0.260
C6 3.449 -1.114 0.269
O1 -1.634 -0.228 -2.020
H12 0.179 0.238 -2.645
H13 -0.127 -1.377 -2.544
H14 1.430 -1.312 -0.353
H15 4.120 -0.645 1.023
H16 3.894 -1.761 -0.465

natural (NBO) population analysis, charges in e, atoms 1 to 4:
1 C 0.1045
2 C -0.4171
3 C -0.6211
4 C -0.6468

***

Run B
Below is a molecular structure, C6H16N2O, with properties calculated with ωB97M-V/def2-TZVPD.

The orbital gap (alpha / beta) comes out at 8.14 / 8.14 eV. The molar mass comes out at 132.2 g mol⁻¹. The total charge is 0.

Atoms and positions in Å:
C1 1.661 0.568 0.170
C2 1.967 0.457 -1.296
C3 2.715 0.001 1.087
N1 0.134 -1.188 0.518
O1 0.351 -1.955 -0.406
H1 1.337 1.563 0.481
H2 1.797 -0.581 -1.620
H3 1.323 1.108 -1.894
H4 2.376 -0.016 2.125
H5 2.978 -1.018 0.794
H6 3.005 0.724 -1.519
H7 3.635 0.599 1.046
C4 -1.592 -0.194 -0.021
C5 -2.480 -0.894 0.982
C6 -1.677 1.316 0.067
N2 -1.780 -0.666 -1.326
H8 0.296 0.114 0.238
H9 -1.206 -0.180 -2.006
H10 -1.585 -1.664 -1.402
H11 -2.212 -0.606 2.001
H12 -3.534 -0.632 0.820
H13 -2.699 1.660 -0.133
H14 -1.387 1.663 1.061
H15 -2.403 -1.979 0.896
H16 -1.020 1.801 -0.660

natural (NBO) population analysis, charges in e, atoms 1 to 4:
1 C -0.2567
2 C -0.6507
3 C -0.6337
4 N -0.0068

***

Most stable structure: run A